(1)
DFT (the ωB97M-V functional and the def2-TZVPD basis) results for a molecular structure, C24H53F2NO16.

```
96
Properties=species:S:1:pos:R:3:mulliken_charge:R:1
N -8.897 -88.305 19.239 1.304
H -9.481 -88.803 19.850 -0.277
H -9.156 -87.529 19.320 0.513
H -8.935 -88.434 18.190 -0.383
H -7.871 -88.375 19.550 -0.416
O -10.868 -86.967 17.260 -0.725
H -11.769 -86.847 17.727 0.222
C -11.477 -86.734 15.648 -1.205
C -10.962 -85.311 15.970 0.276
O -9.874 -85.020 15.126 -0.055
C -9.951 -86.020 14.104 0.474
O -9.303 -85.906 13.093 -0.616
O -10.860 -86.896 14.334 -0.401
F -10.492 -85.065 17.247 0.094
H -12.340 -86.757 15.552 1.179
H -11.019 -87.405 16.388 0.057
H -11.423 -84.252 15.627 0.171
C -8.375 -84.862 17.179 1.151
C -9.402 -83.945 16.573 0.984
O -8.664 -83.143 15.582 -0.345
C -7.510 -83.455 15.514 0.557
O -6.759 -82.921 14.659 -0.734
O -7.249 -84.491 16.300 -0.435
F -10.214 -83.170 17.459 -0.462
H -8.430 -85.973 17.105 -0.877
H -7.971 -84.468 18.154 0.290
H -10.121 -84.326 16.020 -0.498
C -11.123 -91.215 16.268 -0.610
O -12.109 -91.100 17.294 -0.447
C -12.487 -89.755 17.699 1.542
C -13.452 -89.800 18.743 -0.940
O -13.099 -90.416 19.726 0.008
C -14.007 -90.385 20.809 -0.597
C -13.624 -91.256 22.003 -0.428
O -13.917 -92.484 21.555 -0.364
C -13.855 -93.536 22.418 -0.744
H -11.561 -90.899 15.157 0.206
H -11.021 -92.153 16.142 0.626
H -10.096 -90.862 16.320 -0.025
H -12.697 -88.936 16.876 0.081
H -11.564 -89.363 18.075 -1.043
H -14.439 -90.239 18.499 0.275
H -13.538 -88.787 18.989 0.419
H -15.038 -90.808 20.526 0.285
H -14.012 -89.291 21.124 0.428
H -14.112 -91.062 22.830 0.849
H -12.506 -91.111 22.341 -0.190
H -12.794 -93.340 22.874 0.295
H -13.935 -94.250 21.703 0.301
H -14.840 -93.667 22.930 0.262
C -7.514 -90.219 16.205 -1.381
O -7.017 -89.363 17.118 -0.058
C -6.198 -88.365 16.643 -0.191
C -5.334 -87.736 17.727 -0.884
O -5.890 -87.697 18.839 0.235
C -5.014 -87.458 19.941 -1.150
C -5.860 -87.522 21.185 0.387
O -6.889 -86.399 21.064 -0.126
C -7.416 -85.992 22.289 -1.221
H -7.872 -91.101 16.521 0.621
H -6.637 -90.642 15.390 0.228
H -8.165 -89.925 15.412 0.443
H -7.178 -87.628 16.170 -0.028
H -5.475 -88.860 15.678 0.286
H -5.038 -86.766 17.352 0.308
H -4.468 -88.351 17.811 0.628
H -4.431 -86.604 19.719 0.363
H -4.489 -88.299 19.886 0.606
H -5.288 -87.424 22.268 0.362
H -6.557 -88.410 21.195 -0.452
H -8.137 -86.543 22.531 0.219
H -7.747 -85.078 22.006 0.458
H -6.682 -85.719 22.966 0.445
C -11.178 -85.530 20.117 -0.710
O -10.729 -86.531 20.934 -0.228
C -11.722 -87.204 21.675 -0.329
C -10.997 -88.222 22.638 -1.501
O -10.248 -88.951 21.891 0.173
C -9.533 -89.886 22.855 -0.753
C -8.741 -90.912 22.035 -1.086
O -7.915 -90.289 21.052 -0.014
C -7.273 -91.221 20.277 -0.645
H -12.117 -85.955 19.808 0.393
H -10.591 -85.474 19.118 -0.185
H -11.406 -84.732 20.692 0.595
H -12.391 -87.828 20.912 0.045
H -12.228 -86.461 22.341 0.341
H -11.704 -88.854 23.242 0.382
H -10.471 -87.677 23.179 0.820
H -9.934 -90.342 23.689 0.596
H -8.487 -89.447 23.440 0.249
H -9.396 -91.572 21.696 0.738
H -8.064 -91.504 22.777 0.331
H -7.984 -92.130 19.899 0.249
H -6.520 -91.594 20.889 0.384
H -6.844 -90.677 19.375 0.025
```

Its spin multiplicity is 1. The HOMO energy is -0.2003 Eh. The HOMO-LUMO gap comes out at 5.4 eV. The total energy is -65392.257 eV. For the energy above the lowest of the compared OMol25 structures with the same formula, charge and spin, the calculation gives 2205.4 kJ/mol. Its total charge is 0.

(2)
DFT (the ωB97M-V functional and the def2-TZVPD basis) results for a molecular structure, C5H20FMgO5.

```
32
Properties=species:S:1:pos:R:3:mulliken_charge:R:1
Mg 13.054 0.835 21.318 1.505
F 10.599 1.856 19.834 -0.526
C 8.128 -1.660 16.545 -0.533
O 8.212 -0.271 16.476 -0.463
H 7.811 -1.939 17.550 0.236
H 7.391 -2.124 15.889 0.248
H 9.114 -2.101 16.396 0.235
H 8.883 0.018 17.099 0.282
C 14.196 5.772 21.187 -0.584
O 13.830 4.603 21.962 -0.493
H 15.137 5.697 20.642 0.262
H 13.380 6.071 20.528 0.246
H 14.305 6.636 21.843 0.264
H 13.933 4.871 22.878 0.318
C 8.467 5.456 23.355 -0.433
O 8.438 4.009 23.156 -0.494
H 7.774 5.938 22.665 0.226
H 8.249 5.741 24.384 0.242
H 9.493 5.773 23.172 0.171
H 9.079 3.786 22.478 0.288
C 4.554 1.029 19.610 -0.537
O 4.206 1.638 18.364 -0.484
H 3.867 0.207 19.811 0.261
H 5.594 0.707 19.672 0.199
H 4.441 1.749 20.420 0.260
H 3.258 1.746 18.469 0.303
C 8.275 6.286 17.724 -0.553
O 7.893 4.899 17.558 -0.444
H 9.350 6.452 17.794 0.235
H 7.853 6.856 16.896 0.242
H 7.841 6.764 18.602 0.250
H 8.303 4.468 18.311 0.268
```

Its spin multiplicity is 1. The HOMO energy is -0.4187 Eh. The HOMO-LUMO gap comes out at 1.9 eV. The total energy is -23894.198 eV. For the energy above the lowest of the compared OMol25 structures with the same formula, charge and spin, the calculation gives 1014.3 kJ/mol. Its total charge is +1.

(3)
DFT (the ωB97M-V functional and the def2-TZVPD basis) results for 2 unconnected molecules or ions with the total composition C4H12NO2.

```
19
Properties=species:S:1:pos:R:3:mulliken_charge:R:1
C 0.581 -0.097 0.917 -0.593
C -0.191 -0.643 -0.320 -0.651
C -1.495 0.101 -0.612 -0.674
C -1.298 1.519 -1.173 0.119
O -0.226 1.969 -1.479 -0.542
N 1.470 1.056 0.503 -0.227
H -0.124 0.227 1.687 0.277
H 1.026 -0.982 1.395 0.405
H 0.422 -0.687 -1.221 0.327
H -0.390 -1.692 -0.055 0.361
H -2.057 -0.450 -1.376 0.375
H -2.303 0.121 0.120 0.430
H -2.306 1.960 -1.319 0.344
H 1.355 1.367 -0.471 0.370
H 2.413 0.775 0.777 0.372
H 1.345 1.885 1.092 0.356
H 0.566 -3.057 2.358 0.295
H 0.576 -3.814 1.017 0.279
O 0.574 -2.921 1.398 -0.622
```

Its spin multiplicity is 1. The HOMO energy is -0.5124 Eh. The HOMO-LUMO gap comes out at 10.7 eV. The total energy is -9920.721 eV. For the energy above the lowest of the compared OMol25 structures with the same formula, charge and spin, the calculation gives 145.6 kJ/mol. Its total charge is +1.

(4)
DFT (the ωB97M-V functional and the def2-TZVPD basis) results for 2 unconnected molecules or ions with the total composition C6H14O3PS.

```
25
Properties=species:S:1:pos:R:3:mulliken_charge:R:1
C -1.742 0.589 1.478 0.511
C -3.016 0.222 2.210 -1.491
C 2.147 1.508 0.921 -0.896
C -0.454 -1.628 -2.756 -0.974
C 1.708 1.399 -0.553 -0.341
C -1.103 -1.325 -1.464 -0.147
O -1.804 1.018 0.110 -0.391
O -0.868 -0.513 1.269 -0.424
O 0.687 0.428 -0.913 -0.213
P -0.732 -0.054 -0.359 1.143
S 3.625 -2.064 -0.474 -0.183
H -1.340 1.395 2.082 0.259
H -3.545 1.187 2.382 0.332
H -2.785 -0.289 3.170 0.362
H -3.572 -0.507 1.809 0.421
H 2.257 0.459 1.390 0.251
H 3.190 2.056 0.862 0.333
H 1.398 2.070 1.458 0.325
H -1.187 -1.990 -3.473 0.376
H 0.123 -2.562 -2.591 0.312
H 0.189 -0.719 -3.002 0.271
H 2.452 1.059 -1.234 0.385
H 1.349 2.462 -0.961 0.262
H -1.929 -2.060 -1.107 0.335
H 4.953 -2.140 -0.256 0.182
```

Its spin multiplicity is 1. The HOMO energy (alpha / beta) is -0.4765 / -0.4596 Eh. The HOMO-LUMO gap (alpha / beta) comes out at 7.0 / 7.2 eV. The total energy is -32705.874 eV. For the energy above the lowest of the compared OMol25 structures with the same formula, charge and spin, the calculation gives 219.3 kJ/mol. Its total charge is +1.

(5)
DFT (the ωB97M-V functional and the def2-TZVPD basis) results for a molecular structure, C12H13N3O4S.

```
33
Properties=species:S:1:pos:R:3:mulliken_charge:R:1
C -3.907 -1.813 -1.698 -1.238
C -4.596 -1.908 -0.489 -0.105
H -5.602 -1.417 -0.657 0.287
H -4.739 -2.958 -0.143 0.267
O -4.085 -1.335 0.403 -0.246
C -4.384 0.068 0.643 0.580
O -5.166 0.617 0.023 -0.449
C -3.495 0.836 1.535 -0.966
C -2.251 1.255 0.894 -0.015
C -2.024 2.196 0.078 0.123
S -0.498 2.551 -0.466 -0.024
C -0.174 1.092 0.449 0.340
N -1.036 0.349 1.124 -0.513
N 1.220 0.575 0.647 -0.262
C 2.210 0.990 -0.257 0.536
O 2.001 1.915 -0.757 -0.486
C 3.539 0.152 0.135 0.449
N 3.583 -0.757 0.989 -0.539
O 5.008 -0.994 0.806 -0.007
C 5.567 -0.281 0.133 0.697
C 4.705 0.598 -0.614 -0.898
H 4.840 1.468 -1.079 0.405
C 7.034 -0.483 -0.118 -0.978
H 7.509 -0.416 0.940 0.284
H 7.445 0.252 -1.158 0.252
H 7.272 -1.602 -0.512 0.267
H 1.388 -0.482 1.222 0.408
H -2.785 3.070 -0.297 0.217
H -3.323 0.066 2.558 0.245
H -3.967 1.646 2.120 0.421
H -3.928 -0.675 -2.188 0.189
H -2.969 -2.176 -1.748 0.385
H -4.395 -2.398 -2.518 0.373
```

Its spin multiplicity is 1. The HOMO energy is -0.3279 Eh. The HOMO-LUMO gap comes out at 9.5 eV. The total energy is -36138.897 eV. For the energy above the lowest of the compared OMol25 structures with the same formula, charge and spin, the calculation gives 1091.4 kJ/mol. Its total charge is 0.

(6)
DFT (the ωB97M-V functional and the def2-TZVPD basis) results for a molecular structure, C2HFI2O.

```
7
Properties=species:S:1:pos:R:3:mulliken_charge:R:1
C 0.332 0.154 0.925 0.095
C -0.417 -0.444 -0.231 -0.119
O 1.335 -0.297 1.380 -0.368
F 0.415 1.097 -1.304 -0.500
I 0.555 -2.075 -1.115 0.292
I -2.203 0.374 -0.925 0.309
H -0.017 1.190 1.270 0.292
```

Its spin multiplicity is 1. The HOMO energy is -0.3718 Eh. The HOMO-LUMO gap comes out at 7.8 eV. The total energy is -23052.828 eV. For the energy above the lowest of the compared OMol25 structures with the same formula, charge and spin, the calculation gives 217.1 kJ/mol. Its total charge is 0.

(7)
DFT (the ωB97M-V functional and the def2-TZVPD basis) results for a gas-phase ion, CH4NO2Si (charge -1).

```
9
Properties=species:S:1:pos:R:3:mulliken_charge:R:1
C -2.485 -0.096 -0.028 0.511
N 0.304 -0.867 -0.322 -0.523
O -3.372 0.793 -0.086 -0.586
O -2.534 -1.344 0.102 -0.577
Si -0.668 0.566 -0.040 0.001
H 0.840 -1.263 0.405 0.209
H -0.314 -1.653 -0.607 0.298
H -0.526 1.395 -1.130 -0.163
H 0.134 1.381 1.091 -0.169
```

Its spin multiplicity is 3. The expectation value of S² is 2.01. The HOMO energy (alpha / beta) is 0.0109 / -0.1799 Eh. The HOMO-LUMO gap (alpha / beta) comes out at 4.2 / 7.5 eV. The total energy is -14562.508 eV. For the energy above the lowest of the compared OMol25 structures with the same formula, charge and spin, the calculation gives 14.9 kJ/mol. Its total charge is -1.

(8)
DFT (the ωB97M-V functional and the def2-TZVPD basis) results for 2 unconnected molecules or ions with the total composition C4H11NO.

```
17
Properties=species:S:1:pos:R:3:mulliken_charge:R:1
C -1.846 0.385 -1.326 -0.910
C -0.616 -0.423 -1.169 0.670
O 0.372 -0.408 -1.875 -0.368
N -0.544 -1.289 -0.069 -0.213
H -2.700 -0.038 -0.818 0.368
H -2.111 0.460 -2.377 0.327
H 0.283 -1.868 0.087 0.321
H -1.286 -1.397 0.621 0.315
H -1.641 1.375 -0.936 0.277
C 2.032 0.783 1.972 -0.960
C 0.522 0.794 1.959 -0.309
H 2.429 1.800 1.905 0.306
H 2.410 0.330 2.885 0.311
H 2.469 0.336 1.081 0.328
H 0.187 -0.228 1.606 -0.062
H 0.106 1.416 1.161 0.223
H 0.096 0.933 2.948 0.375
```

Its spin multiplicity is 2. The expectation value of S² is 0.77. The HOMO energy (alpha / beta) is -0.5818 / -0.5757 Eh. The HOMO-LUMO gap (alpha / beta) comes out at 12.0 / 6.0 eV. The total energy is -7854.321 eV. For the energy above the lowest of the compared OMol25 structures with the same formula, charge and spin, the calculation gives 195.0 kJ/mol. Its total charge is +1.

(9)
DFT (the ωB97M-V functional and the def2-TZVPD basis) results for a single C5H12N2 molecule.

```
19
Properties=species:S:1:pos:R:3:mulliken_charge:R:1
C 2.702 0.005 -0.262 -0.815
N 1.367 -0.470 -0.445 -0.446
C 0.318 0.197 -0.247 0.560
C 0.180 1.625 0.202 -1.292
C -0.982 -0.565 -0.459 0.263
C -1.197 -1.513 0.734 -1.343
N -2.104 0.332 -0.691 -0.671
H 3.124 -0.510 0.604 0.252
H 3.277 -0.297 -1.138 0.273
H 2.813 1.085 -0.116 0.297
H 1.133 2.146 0.215 0.414
H -0.504 2.136 -0.471 0.345
H -0.242 1.650 1.206 0.267
H -0.854 -1.173 -1.361 0.352
H -1.309 -0.941 1.655 0.307
H -0.343 -2.175 0.835 0.380
H -2.094 -2.112 0.585 0.356
H -2.382 0.775 0.180 0.234
H -2.901 -0.197 -1.028 0.265
```

Its spin multiplicity is 1. The HOMO energy is -0.3260 Eh. The HOMO-LUMO gap comes out at 9.9 eV. The total energy is -8359.343 eV. For the energy above the lowest of the compared OMol25 structures with the same formula, charge and spin, the calculation gives 76.6 kJ/mol. Its total charge is 0. As for the SMILES: C/N=C(\C)[C@@H](C)N.

(10)
DFT (the ωB97M-V functional and the def2-TZVPD basis) results for a gas-phase ion, C3H8NO2 (charge -1).

```
14
Properties=species:S:1:pos:R:3:mulliken_charge:R:1
O 2.248 1.524 -0.540 -0.878
C 2.047 0.270 -0.116 -0.472
N 0.781 -0.014 0.659 -0.435
C -0.370 0.142 -0.269 -0.696
C -1.628 -0.334 0.506 -0.230
O -2.579 -0.983 -0.383 -0.530
H 2.034 -0.482 -0.944 0.234
H 2.851 -0.060 0.573 0.276
H 0.790 0.770 1.305 0.242
H -0.131 -0.504 -1.114 0.415
H -0.524 1.164 -0.633 0.259
H -2.039 0.505 1.070 0.226
H -1.258 -1.138 1.137 0.291
H -2.223 -0.861 -1.252 0.297
```

Its spin multiplicity is 1. The HOMO energy is -0.0904 Eh. The HOMO-LUMO gap comes out at 6.2 eV. The total energy is -8824.920 eV. For the energy above the lowest of the compared OMol25 structures with the same formula, charge and spin, the calculation gives 277.2 kJ/mol. Its total charge is -1. As for the SMILES: [O-]CNCCO.

(11)
DFT (the ωB97M-V functional and the def2-TZVPD basis) results for 3 unconnected molecules or ions with the total composition C4H14NO2.

```
21
Properties=species:S:1:pos:R:3:mulliken_charge:R:1
C -1.691 1.173 1.256 -1.298
C -1.472 -0.315 1.189 -0.153
C -0.691 -0.875 0.066 0.663
C -0.796 -2.239 -0.225 -0.826
N 0.388 -0.162 -0.571 -0.087
H -0.730 1.643 1.026 0.386
H -2.424 1.708 0.661 0.380
H -1.872 1.502 2.279 0.329
H -1.197 -0.804 2.156 0.458
H -2.396 -0.933 1.041 0.406
H -1.555 -2.822 0.298 0.321
H -0.235 -2.704 -1.037 0.341
H 0.657 -0.458 -1.520 0.469
H 1.280 -0.304 -0.051 0.373
H 0.113 0.895 -0.689 0.202
H 0.432 3.117 -1.300 0.328
H -0.896 2.311 -1.797 0.346
O 0.000 2.275 -1.459 -0.618
H 4.156 -0.961 -0.243 0.327
H 3.361 -0.558 0.994 0.321
O 3.278 -0.666 0.045 -0.669
```

Its spin multiplicity is 2. The expectation value of S² is 0.75. The HOMO energy (alpha / beta) is -0.7025 / -0.7024 Eh. The HOMO-LUMO gap (alpha / beta) comes out at 9.5 / 5.9 eV. The total energy is -9939.615 eV. For the energy above the lowest of the compared OMol25 structures with the same formula, charge and spin, the calculation gives 75.2 kJ/mol. Its total charge is +2.

(12)
DFT (the ωB97M-V functional and the def2-TZVPD basis) results for 2 unconnected molecules or ions with the total composition C3H12N2O.

```
18
Properties=species:S:1:pos:R:3:mulliken_charge:R:1
C 0.458 -2.336 -0.460 -0.881
N 1.109 -1.224 0.200 -0.405
C 0.243 -0.075 0.364 0.120
C 0.993 1.170 0.756 -0.647
N 0.050 2.279 0.890 -0.556
H -0.433 -2.720 0.057 0.306
H 0.113 -2.083 -1.468 0.287
H 1.180 -3.129 -0.640 0.333
H 1.536 -1.542 1.058 0.239
H -0.648 -0.223 0.992 0.379
H -0.151 0.092 -0.633 -0.383
H 1.884 1.265 0.120 0.308
H 1.476 1.166 1.741 0.368
H -0.262 2.650 -0.004 0.210
H 0.443 3.072 1.376 0.236
O -2.462 0.184 -1.515 -0.628
H -2.445 0.021 -0.566 0.350
H -1.563 0.167 -1.853 0.363
```

Its spin multiplicity is 1. The HOMO energy is -0.3315 Eh. The HOMO-LUMO gap comes out at 10.0 eV. The total energy is -8332.620 eV. For the energy above the lowest of the compared OMol25 structures with the same formula, charge and spin, the calculation gives 67.8 kJ/mol. Its total charge is 0. As for the SMILES: CNCCN.O.

Q: Which formula does entry 10 have?
A: C3H8NO2